1.
Density functional theory data (wB97M-V/def2-TZVPD) for one molecule with the formula C4H6S2.

```
12
Properties=species:S:1:pos:R:3:forces:R:3:lowdin_charge:R:1
S -0.27850 -2.68536 0.15767 -0.32 -0.36 0.21 0.75
C -0.32782 -1.11384 0.40175 0.73 0.55 -0.16 -0.85
C -1.34314 -0.00513 0.39520 -0.69 -1.25 -1.18 -0.19
C -0.34434 0.94039 -0.28159 0.55 0.75 3.66 -0.16
C 0.75339 -0.09067 0.24228 0.15 0.13 -3.63 -0.61
S 1.92711 -0.49791 -1.18133 0.59 1.22 1.60 0.68
H -2.14830 -0.27102 -0.25007 -1.22 -0.12 0.00 0.10
H -1.64793 0.17705 1.40501 -0.29 0.68 0.49 0.12
H -0.25285 0.78844 -1.33074 -0.68 0.73 -0.82 0.06
H -0.43364 2.00979 0.17372 0.71 -1.77 -1.36 0.14
H 1.42423 0.15336 0.98492 0.83 0.52 2.17 0.06
H 2.67179 0.59489 -0.71682 -0.35 -1.09 -0.97 -0.10
```
Forces are in eV/Å.

Computed properties:
- SMILES string: S=C1CC[C@@H]1S
- LUMO: -0.01136 Eh
- Relative energy (zero: lowest compared OMol25 entry of this formula, charge and spin): 1.818 eV
- Charge: 0
- Orbital gap: 8.4 eV

2.
Density functional theory data (wB97M-V/def2-TZVPD) for one molecule with the formula C4H6S2.

```
12
Properties=species:S:1:pos:R:3:forces:R:3:lowdin_charge:R:1
C -1.82527 -2.04520 -0.83627 1.24 0.49 0.34 -0.05
C -0.93373 -1.02919 -0.87126 -0.75 -0.97 -1.07 -0.51
S -0.71328 0.27464 0.29100 -1.68 -1.02 0.42 0.93
C 0.88360 0.76597 0.09526 1.78 1.27 0.53 -1.19
C 1.25462 1.77639 1.25833 -0.24 -1.93 -0.64 -0.16
S 1.84951 0.39752 -1.15380 0.40 0.03 0.13 0.66
H -1.73824 -2.81147 -1.62031 -0.30 0.56 0.28 0.06
H -2.49253 -2.26436 -0.00788 0.02 0.22 -0.09 0.05
H -0.31869 -0.97934 -1.77744 0.05 0.25 0.58 0.03
H 2.17521 1.54405 1.80464 0.07 -0.34 -0.64 0.08
H 0.47721 1.62479 2.00654 -0.21 0.92 0.02 0.04
H 1.38158 2.74618 0.81118 -0.38 0.53 0.14 0.07
```
Forces are in eV/Å.

Computed properties:
- SMILES string: C=CSC(C)=S
- LUMO: -0.00646 Eh
- Relative energy (zero: lowest compared OMol25 entry of this formula, charge and spin): 0.964 eV
- Charge: 0
- Orbital gap: 8.4 eV

3.
Density functional theory data (wB97M-V/def2-TZVPD) for one molecule with the formula C4H6S2.

```
12
Properties=species:S:1:pos:R:3:forces:R:3:lowdin_charge:R:1
C -2.67050 -0.04701 0.10303 -0.98 0.70 1.05 -0.04
C -1.84863 -0.99857 -0.25521 1.07 -1.02 -2.14 -0.22
C -0.44727 -1.12930 0.27292 -0.63 1.07 -3.69 -0.33
C 0.44630 0.09171 0.08606 0.21 -1.35 0.27 -1.21
S 0.01054 1.60931 -0.06046 0.08 1.06 0.04 0.72
S 2.04899 -0.59198 -0.04709 1.05 1.21 0.32 0.77
H -2.41883 0.63080 0.95392 -0.34 -0.61 -0.94 0.06
H -3.64545 0.05601 -0.37008 0.17 0.09 0.17 0.06
H -1.99309 -1.70018 -1.13143 -0.55 1.00 1.08 0.12
H 0.03561 -1.91251 -0.30493 0.06 -0.42 0.30 0.08
H -0.59237 -1.42587 1.22011 0.46 -0.91 3.82 0.08
H 2.78213 0.57346 0.11249 -0.60 -0.83 -0.26 -0.09
```
Forces are in eV/Å.

Computed properties:
- SMILES string: C=CCC(=S)S
- LUMO: -0.00405 Eh
- Relative energy (zero: lowest compared OMol25 entry of this formula, charge and spin): 1.321 eV
- Charge: 0
- Orbital gap: 8.6 eV

4.
Density functional theory data (wB97M-V/def2-TZVPD) for one molecule with the formula C4H6SSi.

```
12
Properties=species:S:1:pos:R:3:forces:R:3:lowdin_charge:R:1
C 0.16071 -1.50474 -0.04345 -0.26 -0.51 -0.34 -0.31
C -1.17301 -1.45385 -0.04493 2.28 3.85 0.31 -0.58
C -0.49566 1.28676 -0.47785 -0.98 -1.08 -2.02 -0.60
C 0.32701 2.21278 0.09951 -0.40 -0.52 1.57 -0.12
Si 1.12188 0.10239 -0.07267 -0.57 -0.16 2.41 0.67
S -2.04737 0.04643 0.10639 0.83 1.55 -0.47 0.79
H 0.49655 -2.54081 0.07198 0.72 0.51 -0.36 0.06
H -1.75396 -2.26171 0.02657 -2.23 -3.18 0.22 0.01
H -0.62457 1.31018 -1.61965 0.34 -0.26 1.61 0.09
H 2.42707 0.02435 -0.69335 0.14 0.21 -0.67 -0.05
H 1.31922 0.45836 1.41647 0.23 -0.32 -0.93 0.01
H 0.24215 2.31986 1.23098 -0.09 -0.09 -1.33 0.03
```
Forces are in eV/Å.

Computed properties:
- LUMO: 0.00012 Eh
- Relative energy (zero: lowest compared OMol25 entry of this formula, charge and spin): 3.599 eV
- Charge: 0
- Orbital gap: 8.5 eV

5.
Density functional theory data (wB97M-V/def2-TZVPD) for an isolated ion of composition C4H7BClN2O2 and charge +1.

```
17
Properties=species:S:1:pos:R:3:forces:R:3:lowdin_charge:R:1
C 1.01832 0.38656 -0.55101 0.70 0.31 1.08 0.13
N 1.72470 0.92526 0.43593 -1.59 0.50 0.85 0.08
C 1.06466 0.94503 1.84659 -1.70 0.33 -4.37 -0.02
N -0.16142 1.16833 1.91252 0.04 -0.14 0.22 0.13
C -1.08265 1.43729 0.92943 -0.26 -0.10 1.25 -0.14
C -1.50194 0.56155 -0.02539 1.31 -0.19 0.89 -0.61
Cl -2.44908 1.18532 -1.23971 -1.38 0.65 -1.38 0.86
B -1.70659 -1.01642 0.10749 -0.28 -1.25 -0.29 -0.72
O -1.26416 -1.94753 -0.81615 0.54 2.29 0.46 0.18
O -2.51488 -1.29758 1.15150 -0.26 -1.49 0.83 0.20
H 0.54558 -0.59523 -0.51235 0.49 0.34 0.29 0.09
H 1.12421 0.87598 -1.48427 -0.03 0.15 -1.02 0.12
H 2.21518 1.82928 0.22056 -0.49 -1.22 0.21 0.18
H 1.70243 0.92492 2.62360 2.17 -0.37 2.57 0.10
H -1.66877 2.34287 1.21939 0.73 -0.37 -1.04 0.16
H -1.63133 -2.80899 -0.71057 -0.36 -1.08 0.08 0.11
H -2.73333 -2.24640 1.39077 0.38 1.66 -0.62 0.17
```
Forces are in eV/Å.

Computed properties:
- SMILES string: C=[NH+]/C=N\C=C(\Cl)B(O)O
- LUMO: -0.17856 Eh
- Relative energy (zero: lowest compared OMol25 entry of this formula, charge and spin): 0.000 eV
- Charge: +1
- Orbital gap: 8.4 eV

6.
Density functional theory data (wB97M-V/def2-TZVPD) for C4H7BeN2O2SbSe4 as an isolated structure.

```
21
Properties=species:S:1:pos:R:3:forces:R:3:lowdin_charge:R:1
Be 0.30576 0.46655 -0.06226 0.12 0.11 -0.06 -0.47
C 0.05911 -3.26667 -1.32204 0.04 0.18 0.10 -0.01
C 0.39090 -1.85603 -0.93372 -0.53 -0.26 0.33 -0.27
N -0.32656 -1.17472 -0.11026 0.52 -0.19 -0.48 -0.10
O -1.44428 -1.78150 0.38650 0.01 0.07 0.01 -0.08
C 1.52479 -1.16344 -1.48822 0.58 0.28 -0.32 -0.28
C 2.54606 -1.81966 -2.36773 -0.14 0.15 0.16 -0.05
N 1.62225 0.10797 -1.13064 -0.08 -0.78 -0.27 -0.20
O 2.58452 0.82772 -1.53144 -0.03 0.15 0.07 -0.15
H -0.59024 -3.71033 -0.57250 0.00 -0.04 -0.01 0.07
H 0.97251 -3.85180 -1.42564 -0.02 -0.04 -0.05 0.07
H -0.46618 -3.26784 -2.28034 0.01 -0.04 -0.02 0.09
H -1.83936 -1.11380 1.00504 -0.19 -0.04 0.12 -0.08
H 2.09940 -2.27105 -3.25806 0.01 -0.05 0.00 0.07
H 3.09881 -2.59423 -1.82580 0.03 -0.04 -0.07 0.07
H 3.24480 -1.04245 -2.67211 0.03 -0.01 -0.03 0.06
Se -2.97696 0.25703 2.51458 0.05 -0.01 -0.04 -0.22
Sb -1.36166 1.90764 1.68010 -0.24 0.40 0.18 -0.27
Se 0.96619 0.97909 1.97592 -0.26 0.20 0.02 0.07
Se -1.30566 1.76388 -0.84846 0.06 0.10 0.34 0.07
Se -1.65540 4.18313 2.49208 0.01 -0.12 0.00 -0.35
```
Forces are in eV/Å.

Computed properties:
- LUMO: 0.17648 Eh
- Charge: -2
- Orbital gap: 6.0 eV

7.
Density functional theory data (wB97M-V/def2-TZVPD) for C4H7Br2NO as an isolated structure.

```
15
Properties=species:S:1:pos:R:3:forces:R:3:lowdin_charge:R:1
C -0.02442 -0.01769 0.97201 0.11 0.12 0.29 -0.24
C 1.50139 -0.06892 0.97366 -0.36 -0.30 0.33 -0.16
C 1.04138 0.18321 -1.19171 -2.97 -0.42 -0.36 -0.12
C -1.79109 -0.04002 -0.67458 2.46 0.26 -0.65 -1.05
N -0.38113 -0.03417 -0.43834 0.08 0.01 0.55 -0.20
O 1.85663 0.62838 -0.20342 0.36 0.28 -0.09 -0.09
Br -2.64518 -1.66156 0.05976 -0.10 0.08 -0.15 0.59
Br -2.73674 1.54404 0.11501 0.06 -0.20 -0.21 0.55
H -0.46568 -0.87122 1.49990 0.12 0.16 -0.02 0.08
H -0.37794 0.91147 1.44207 0.06 -0.18 0.01 0.09
H 1.95450 0.44584 1.81814 -0.02 -0.06 -0.04 0.13
H 1.85918 -1.10706 0.93125 0.02 0.12 -0.04 0.13
H 1.28976 -0.81199 -1.58105 0.16 0.16 0.08 0.13
H 0.94085 0.92226 -1.98542 0.06 -0.04 0.07 0.13
H -2.02154 -0.02254 -1.73726 -0.03 0.02 0.21 0.04
```
Forces are in eV/Å.

Computed properties:
- LUMO: 0.01405 Eh
- Relative energy (zero: lowest compared OMol25 entry of this formula, charge and spin): 1.244 eV
- Charge: 0
- Orbital gap: 9.3 eV

8.
Density functional theory data (wB97M-V/def2-TZVPD) for one molecule with the formula C4H7BrClNO4S.

```
19
Properties=species:S:1:pos:R:3:forces:R:3:lowdin_charge:R:1
C 1.20787 0.72716 -1.48080 0.42 1.22 -1.76 -0.14
C 0.93945 1.01629 -0.03024 0.48 1.09 2.06 -0.24
C -0.58091 0.66533 0.24585 1.19 0.30 -0.52 -0.72
Br -1.82868 1.97768 -0.48390 0.26 0.27 -0.45 0.87
C -1.01639 -0.66795 -0.39251 1.57 -0.10 3.99 -0.23
S 0.16457 -1.86135 0.43258 1.22 -1.74 -3.92 0.34
O 0.35968 -1.38615 1.72187 0.30 0.65 2.97 -0.30
O 1.33730 -2.20230 -0.36109 -1.67 0.69 0.57 -0.35
Cl -0.87426 -3.60446 0.51017 -0.34 0.14 0.04 0.42
N -1.02426 0.73922 1.72966 0.98 0.60 -2.92 -0.50
O -0.53833 1.60764 2.37088 0.87 0.77 1.36 0.11
O -1.94300 0.04635 1.96391 -2.16 -1.51 1.78 0.08
H 1.17306 -0.29628 -1.80530 0.57 -0.72 0.57 0.05
H 0.44525 1.13212 -2.18456 0.41 0.54 0.70 0.08
H 2.18865 1.16353 -1.76946 -0.63 -0.40 0.06 0.10
H 1.18575 2.12357 0.27205 -0.93 -1.97 -0.83 0.15
H 1.70974 0.45528 0.65773 -1.92 0.59 -1.20 0.15
H -1.96823 -0.90985 0.01297 -0.85 -0.38 -0.01 0.08
H -0.93727 -0.72584 -1.40980 0.22 -0.05 -2.49 0.07
```
Forces are in eV/Å.

Computed properties:
- SMILES string: CC[C@@](Br)(CS(=O)(=O)Cl)[N+](=O)[O-]
- LUMO: -0.01281 Eh
- Charge: 0
- Orbital gap: 10.8 eV

9.
Density functional theory data (wB97M-V/def2-TZVPD) for one molecule with the formula C4H7BrN2.

```
14
Properties=species:S:1:pos:R:3:forces:R:3:lowdin_charge:R:1
C 1.48534 1.64234 0.01167 -2.32 0.60 0.72 -0.20
C 0.38753 2.03988 0.68011 1.61 -1.01 -0.90 -0.61
C 1.59276 0.10250 -0.22556 1.30 1.01 -1.79 -0.22
C -1.85871 -0.49254 0.67005 0.09 0.23 2.67 -0.12
N 0.33374 -0.51002 -0.34239 -0.29 -0.69 0.42 -0.14
N -0.39627 -0.42427 0.73294 -0.99 0.63 1.37 -0.05
Br -0.27573 3.67050 1.23641 0.12 -0.01 -0.06 0.66
H 2.15907 2.38293 -0.45454 -0.11 -0.73 0.29 0.10
H 2.06004 -0.10419 -1.21942 0.24 0.33 0.88 0.12
H 2.18289 -0.32317 0.56700 0.24 -0.34 0.32 0.11
H -2.23177 -0.55375 -0.32180 -0.69 0.46 -0.91 0.05
H -2.34088 -1.31071 1.28240 1.15 -0.05 -0.83 0.08
H -2.24241 0.34420 1.36735 0.52 -0.55 -1.86 0.10
H 0.04963 -0.76389 -1.26867 -0.87 0.13 -0.33 0.14
```
Forces are in eV/Å.

Computed properties:
- LUMO (alpha / beta): 0.02849 / -0.00447 Eh
- Relative energy (zero: lowest compared OMol25 entry of this formula, charge and spin): 4.263 eV
- Charge: 0
- Orbital gap (alpha / beta): 8.8 / 7.0 eV

10.
Density functional theory data (wB97M-V/def2-TZVPD) for an isolated ion of composition C4H7BrN5O3 and charge +1.

```
20
Properties=species:S:1:pos:R:3:forces:R:3:lowdin_charge:R:1
C 2.48346 -0.59238 0.57018 -1.19 -0.02 -0.52 -0.08
C 2.18008 0.70999 -0.32165 1.94 -0.23 1.75 -0.22
O 1.51864 0.40923 -1.57598 -1.94 0.67 0.35 -0.12
C 0.16269 0.81042 -1.57301 2.42 0.71 -1.08 -0.15
N -0.62465 -0.20764 -0.79904 -1.34 0.14 0.64 -0.08
N -0.37832 -1.45991 -0.48718 -0.09 0.40 -0.04 0.14
N -1.34208 -2.03112 0.25978 -1.84 5.47 -1.11 0.21
C -2.28115 -0.94799 0.37043 0.46 -1.28 -0.15 -0.26
O -3.52049 -0.96127 1.06434 2.62 -0.43 -3.60 0.00
N -3.42958 -0.17108 2.20186 1.43 0.55 3.01 0.03
O -2.34398 -0.16958 2.66160 -1.55 0.50 -0.61 0.10
N -1.82580 0.19781 -0.31996 -1.18 -3.95 2.21 -0.37
Br -2.74815 1.80511 -0.44865 0.52 -0.43 -0.12 1.00
H 1.65836 -0.72954 1.34315 1.03 0.12 -0.92 0.06
H 2.42382 -1.48181 -0.13451 0.47 0.98 1.04 0.08
H 3.45802 -0.52987 1.13426 -1.02 -0.02 -0.91 0.09
H 3.18899 1.17455 -0.57769 -1.52 -0.46 0.11 0.14
H 1.60521 1.42649 0.34691 0.46 -0.54 -1.19 0.12
H 0.10261 1.84854 -1.09906 -0.50 -1.59 -0.10 0.13
H -0.28767 0.90005 -2.61578 0.81 -0.56 1.23 0.17
```
Forces are in eV/Å.

Computed properties:
- SMILES string: CCOCn1nnc(ON=O)[n+]1Br
- LUMO: -0.21905 Eh
- Charge: +1
- Orbital gap: 8.6 eV

11.
Density functional theory data (wB97M-V/def2-TZVPD) for C4H7BrNPd as an isolated structure.

```
14
Properties=species:S:1:pos:R:3:forces:R:3:lowdin_spin:R:1
Pd -17.92350 -22.28547 14.18123 0.26 0.84 -0.11 0.76
Br -16.95181 -18.79235 13.83346 -0.23 -0.88 0.08 1.24
C -14.38809 -18.13641 6.73480 0.80 -0.79 -1.28 0.00
C -14.66002 -17.44837 7.99528 -1.38 0.62 1.82 0.00
C -13.99309 -17.89763 9.31369 -0.18 0.03 -0.76 0.00
C -14.03642 -19.33177 9.48006 0.67 -3.97 -0.35 0.00
N -13.97630 -20.50448 9.53612 -0.44 3.06 0.10 0.00
H -14.93914 -17.60825 5.95665 -0.08 -0.36 -0.16 0.00
H -14.67791 -19.18566 6.79124 -0.18 0.02 -0.20 0.00
H -13.34316 -18.13912 6.42460 0.16 0.17 0.11 0.00
H -15.70801 -17.62667 8.23619 -0.39 0.16 -0.31 0.00
H -14.60385 -16.36539 7.88534 0.40 0.03 0.21 0.00
H -14.64889 -17.55346 10.11341 0.71 0.78 0.27 0.00
H -12.94340 -17.60427 9.32795 -0.10 0.28 0.58 0.00
```
Forces are in eV/Å.

Computed properties:
- Expectation value of S²: 2.01
- LUMO (alpha / beta): -0.23194 / -0.37145 Eh
- Charge: +1
- Orbital gap (alpha / beta): 7.1 / 3.3 eV
- Spin multiplicity: 3

12.
Density functional theory data (wB97M-V/def2-TZVPD) for a 2-piece molecular cluster, C4H7BrNS overall.

```
14
Properties=species:S:1:pos:R:3:forces:R:3:lowdin_charge:R:1
C 0.79783 0.53393 -1.02690 0.74 0.35 0.32 -0.10
C 0.55677 -0.33683 -2.05378 -0.87 1.43 1.51 -0.34
C -1.41302 -0.22018 -0.49602 -1.49 1.65 -1.70 -0.34
C -0.26605 0.66695 -0.15594 -0.48 0.48 1.41 -0.36
N -0.32152 1.40929 0.95128 -0.47 0.08 1.79 0.18
S -0.96486 -1.01915 -2.06365 -0.51 -0.78 -0.15 1.06
Br 1.01432 -2.74490 1.18955 0.22 -0.87 0.77 0.30
H 1.73897 1.03020 -0.84694 0.07 0.06 -0.25 0.14
H 1.27237 -0.38216 -2.79970 1.06 -0.88 -1.66 0.08
H -1.53626 -0.92387 0.27934 -0.25 -1.15 0.85 0.07
H -2.44311 0.30286 -0.68144 1.98 -0.66 0.49 0.16
H -1.12887 1.18654 1.63297 1.93 0.92 -1.52 0.18
H 0.47213 2.02870 1.33103 -1.69 -1.57 -1.05 0.19
H 1.24859 -3.83483 2.15762 -0.24 0.95 -0.82 -0.21
```
Forces are in eV/Å.

Computed properties:
- LUMO: -0.18586 Eh
- Relative energy (zero: lowest compared OMol25 entry of this formula, charge and spin): 0.511 eV
- Charge: +1
- Orbital gap: 8.5 eV

What F_max values result from the calculations? In sequence: 0.07334 0.04376 0.07685 0.08721 0.09144 0.01611 0.05883 0.08666 0.05217 0.11427 0.07863 0.05446 Eh/bohr.